(1)
A molecular structure, C12H36F2O6Pb in a non-equilibrium geometry, computed with ωB97M-V with the def2-TZVPD basis set.

Summary:
Max |F| = 0.05502 Eh/bohr

The geometry in ORCA input format:
```
! RIJCOSX wB97M-V def2-TZVPD def2/J DEFGRID3
* xyz 0 1
Pb 0.02732 -0.00883 -0.60674
F -1.61455 -1.90548 -1.53441
F 2.07509 1.79921 -0.41622
C 0.16208 3.77827 -3.57158
C -0.88252 3.34212 -2.54851
O -0.16425 2.25690 -1.93656
H -0.40271 4.52357 -4.13161
H 0.52614 3.00500 -4.24807
H 1.07297 4.24404 -3.19550
H -1.70692 2.88140 -3.09275
H -1.25534 4.10036 -1.85988
H 0.72215 2.62220 -1.88711
C 1.86668 -3.37652 1.84096
C 2.33555 -2.44709 0.64144
O 1.11547 -2.22795 -0.13370
H 0.98197 -2.89094 2.25280
H 2.69055 -3.51974 2.54013
H 1.60907 -4.32291 1.36549
H 3.09408 -2.98972 0.07727
H 2.81181 -1.54408 1.02335
H 0.75169 -3.08230 -0.37734
C 2.80369 -1.62100 -4.00748
C 1.98537 -0.44934 -3.66059
O 0.80616 -0.85333 -3.04510
H 2.36604 -2.29877 -4.74041
H 3.14042 -2.11970 -3.09863
H 3.61765 -1.19072 -4.59097
H 1.83575 0.31752 -4.42061
H 2.58657 0.02209 -2.88315
H 0.06896 -1.14300 -3.58752
C -2.17683 -2.62661 3.02026
C -2.50371 -1.40545 2.25789
O -1.58575 -1.46498 1.23684
H -1.13501 -2.62987 3.34074
H -2.26940 -3.52747 2.41364
H -2.85230 -2.63605 3.87569
H -2.17111 -0.56737 2.87034
H -3.54348 -1.46650 1.93656
H -1.90372 -2.00117 0.50677
C -4.17165 2.21226 0.81837
C -3.22484 1.47780 -0.18442
O -1.94265 1.37337 0.44884
H -5.21570 2.23277 0.50592
H -3.89059 3.25987 0.92607
H -4.12832 1.64919 1.75067
H -3.12415 1.89443 -1.18661
H -3.50302 0.42969 -0.29473
H -1.72483 2.20033 0.88506
C 1.96672 1.11037 4.03716
C 1.64640 0.18404 2.83015
O 0.97237 0.98732 1.87909
H 2.83470 1.76196 3.93651
H 2.32993 0.56859 4.91046
H 1.04848 1.68248 4.16988
H 0.98781 -0.64723 3.08185
H 2.57521 -0.29755 2.52441
H 1.67846 1.34455 1.33557
*
```

(2)
7 unconnected molecules or ions with the total composition C12H36FO6 in a non-equilibrium geometry, computed with ωB97M-V with the def2-TZVPD basis set.

Summary:
Max |F| = 0.27381 Eh/bohr

The geometry in ORCA input format:
```
! RIJCOSX wB97M-V def2-TZVPD def2/J DEFGRID3
* xyz -1 1
F 152.34700 122.46300 57.23900
C 153.86000 126.96300 56.79300
C 153.25900 125.69100 56.44400
O 153.65900 124.64900 57.33700
H 153.38200 127.78100 56.24000
H 155.03300 126.69100 56.76500
H 153.76200 127.27600 57.80900
H 153.59000 125.52600 55.38000
H 152.17100 125.64400 56.43900
H 153.17300 123.75800 57.29900
C 155.54000 119.87700 54.88500
C 154.75000 120.02600 56.21400
O 154.91000 121.46100 56.49300
H 155.34400 120.41200 54.08100
H 155.25400 118.79300 54.67100
H 156.66200 119.82800 54.89000
H 155.25800 119.43100 57.12200
H 153.87400 119.82800 56.07100
H 153.95400 121.59200 56.54000
C 148.60900 119.50600 55.93000
C 149.47600 120.51400 56.61500
O 150.86900 120.24600 56.51400
H 148.50400 118.40900 56.46500
H 149.10400 119.04400 55.09900
H 147.59800 120.02100 55.43600
H 149.39300 120.71900 57.60100
H 149.43700 121.39300 55.97200
H 151.32700 121.14600 56.45600
C 148.18500 124.08400 57.42400
C 149.62800 124.35400 57.29700
O 150.40700 123.78900 58.28800
H 148.00900 123.00000 57.59100
H 147.57100 124.59100 56.65300
H 148.00300 124.56000 58.27000
H 149.81700 125.43700 57.13400
H 149.77900 124.03800 56.21400
H 151.22500 123.34100 57.90500
C 154.00900 120.71900 61.26400
C 153.87000 121.45900 59.90600
O 152.77100 121.01800 59.20200
H 153.76500 119.72500 61.17900
H 153.09600 121.09600 61.79500
H 154.75900 120.91500 61.96600
H 154.72400 121.30200 59.22000
H 153.79200 122.45200 60.17400
H 152.56800 121.79100 58.61700
C 152.69300 122.87500 52.33900
C 153.07300 122.80200 53.86600
O 151.86700 122.85100 54.52200
H 153.43800 123.03600 51.69900
H 151.95200 123.50900 52.26100
H 152.14500 121.88700 51.99600
H 153.68100 123.53000 54.23000
H 153.68700 121.81400 54.16600
H 152.09500 122.85200 55.57000
*
```

(3)
A molecular structure, C12H36FO6S6Sn in a non-equilibrium geometry, computed with ωB97M-V with the def2-TZVPD basis set.

Summary:
⟨S²⟩ = 0.757
Max |F| = 0.05850 Eh/bohr

The geometry in ORCA input format:
```
! RIJCOSX wB97M-V def2-TZVPD def2/J DEFGRID3
* xyz 2 2
Sn -23.89641 -13.10597 4.22114
F -26.38844 -13.99449 2.87788
C -28.05509 -13.91170 5.96408
S -26.74900 -12.88617 6.90036
O -26.07437 -11.77448 6.01608
C -27.98861 -11.93496 7.89912
H -28.72324 -14.51154 6.58203
H -27.38695 -14.47043 5.30869
H -28.67914 -13.21440 5.40513
H -27.40523 -11.23838 8.50123
H -28.51350 -12.64514 8.53805
H -28.72729 -11.41056 7.29294
C -29.88602 -9.17776 2.95767
S -29.59998 -10.34905 4.37422
O -30.64653 -11.38639 4.12586
C -28.10916 -11.17092 3.64349
H -29.85148 -9.78019 2.04993
H -29.22922 -8.32454 2.78823
H -30.90402 -8.80179 3.05967
H -28.43914 -11.58851 2.69227
H -27.64940 -11.99320 4.19173
H -27.36312 -10.42010 3.38311
C -23.08763 -11.84030 -0.96293
S -24.02293 -12.68359 0.37863
O -22.92331 -13.06026 1.38978
C -24.92268 -11.23736 1.07110
H -22.11788 -12.24066 -1.25857
H -22.98491 -10.78859 -0.69562
H -23.51544 -11.83472 -1.96545
H -24.24740 -10.49532 1.49712
H -25.69822 -11.41980 1.81496
H -25.50563 -10.71250 0.31427
C -24.34064 -16.46206 1.23036
S -22.75523 -16.17064 2.23435
O -23.19248 -16.28953 3.73884
C -21.85992 -17.75005 1.74001
H -25.04114 -15.64452 1.40073
H -24.80461 -17.43145 1.41230
H -24.05091 -16.40096 0.18135
H -22.50230 -18.56871 1.41558
H -21.30617 -18.06100 2.62588
H -21.19734 -17.37440 0.96027
C -28.83044 -18.97783 3.51453
S -27.37066 -18.63037 4.62387
O -26.41850 -19.73085 4.30049
C -26.84257 -17.15955 3.69806
H -29.55090 -18.17884 3.68954
H -29.27225 -19.89966 3.89288
H -28.47016 -18.95913 2.48596
H -27.63904 -16.47903 3.39701
H -26.56495 -17.45400 2.68597
H -25.95206 -16.63822 4.04921
C -30.82192 -16.20885 0.89711
S -31.33011 -15.33832 2.46370
O -30.69172 -16.13881 3.58937
C -30.20975 -13.89131 2.26721
H -31.29698 -17.18498 0.99495
H -29.74185 -16.34773 0.84954
H -31.18974 -15.54374 0.11580
H -30.11145 -13.39388 3.23210
H -30.56815 -13.20209 1.50259
H -29.21866 -14.23463 1.97061
*
```

(4)
7 unconnected molecules or ions with the total composition C12H36IO10 in a non-equilibrium geometry, computed with ωB97M-V with the def2-TZVPD basis set.

Summary:
Max |F| = 0.09506 Eh/bohr

The geometry in ORCA input format:
```
! RIJCOSX wB97M-V def2-TZVPD def2/J DEFGRID3
* xyz -1 1
I 0.03436 -0.23738 0.96889
C 1.27759 5.02929 -2.05676
C 1.59924 5.51507 -0.59742
O 0.57811 5.37826 0.27786
H 2.21786 4.58681 -2.38567
H 1.36421 5.82528 -2.79635
H 0.37165 4.45072 -2.23740
H 1.72742 6.59309 -0.69515
H 2.39452 5.06495 -0.00325
H 0.29358 4.46152 0.26264
C -4.44192 -3.70506 -2.73539
C -3.64720 -4.67776 -1.97449
O -3.68791 -4.23296 -0.65544
H -4.42092 -4.10869 -3.74768
H -3.79920 -2.82785 -2.80967
H -5.46899 -3.45883 -2.46594
H -2.65723 -4.72830 -2.42782
H -4.19269 -5.62144 -1.97333
H -3.28996 -3.35933 -0.65833
C 7.29346 1.19906 -1.58327
C 6.51738 0.94507 -0.30923
O 5.94194 -0.29079 -0.40257
O 6.46967 0.82987 -2.73897
H 8.19142 0.59156 -1.69598
H 7.48686 2.27064 -1.53406
H 5.79980 1.75991 -0.21316
H 7.26509 0.95885 0.48375
H 5.08473 -0.13288 -0.00027
H 5.92624 0.10669 -2.41756
C -0.12068 -4.36800 6.52125
C -0.35252 -5.20018 7.80936
O 0.61520 -4.91067 8.68569
O -0.42395 -2.95999 6.59516
H -0.84574 -4.75283 5.80411
H 0.85192 -4.57548 6.07504
H -0.24084 -6.28210 7.73807
H -1.29180 -5.02798 8.33490
H 1.01328 -5.71303 9.03118
H -0.51037 -2.74785 5.66289
C 1.52611 -0.86697 -6.70331
C 1.22732 -0.71263 -5.23185
O 1.93195 -1.68266 -4.43436
O 0.91455 0.19534 -7.38432
H 1.22534 -1.81392 -7.15155
H 2.56168 -0.70295 -7.00131
H 0.14259 -0.71432 -5.12471
H 1.53472 0.30507 -4.99124
H 1.84835 -1.41744 -3.51552
H 0.10763 0.44144 -6.92615
C -4.91225 3.57252 1.90904
C -6.01295 3.96543 2.90608
O -6.10839 3.12998 4.03948
O -5.19179 2.28588 1.29045
H -3.97397 3.57500 2.46377
H -4.78224 4.31137 1.11828
H -7.00832 4.13828 2.49686
H -5.70935 4.91334 3.35038
H -5.82064 3.58633 4.83355
H -4.42405 1.84380 0.92066
*
```

no.,energy (eV)
1,-35993.843
2,-28025.932
3,-98848.606
4,-41600.549